[1]
86
Properties=species:S:1:pos:R:3:lowdin_spin:R:1 method="wB97M-V/def2-TZVPD" largest_force_ev_per_a=0.743 homo_energy_ev="-12.1072 / -12.1061" multiplicity=3 s2=2.008 charge=+2 mol_weight_g_mol=976.95
Pd -0.61 0.79 0.15 1.25
C -4.26 3.02 -0.28 0.00
O -3.62 1.75 -0.19 0.00
C -4.40 0.69 0.21 0.00
C -5.60 0.79 0.88 0.00
C -6.27 -0.39 1.21 0.00
Br -7.91 -0.27 2.14 0.00
C -5.76 -1.63 0.88 0.00
C -4.55 -1.72 0.20 0.00
C -3.88 -0.55 -0.13 0.00
O -2.67 -0.58 -0.81 0.02
C -4.03 -3.05 -0.14 0.00
N -4.75 -4.14 -0.14 0.00
C -3.86 -5.15 -0.46 0.00
C -4.09 -6.52 -0.60 0.00
C -3.02 -7.32 -0.92 0.00
C -1.73 -6.79 -1.09 0.00
C -1.49 -5.43 -0.95 0.00
C -2.57 -4.63 -0.64 0.00
N -2.70 -3.27 -0.43 0.00
H -5.21 2.94 -0.82 0.00
H -3.58 3.67 -0.83 0.00
H -4.45 3.43 0.72 0.00
H -6.02 1.75 1.16 0.00
H -6.28 -2.54 1.13 0.00
H -2.68 0.18 -1.42 0.00
H -5.08 -6.93 -0.47 0.00
H -3.16 -8.39 -1.03 0.00
H -0.91 -7.45 -1.33 0.00
H -0.49 -5.03 -1.07 0.00
H -2.00 -2.55 -0.50 0.00
I -1.25 2.68 1.90 0.16
C 0.15 4.23 2.16 0.00
C -0.43 5.22 2.91 0.01
C 0.30 6.36 3.28 0.00
C 1.60 6.45 2.91 0.01
C 2.22 5.44 2.13 0.00
C 3.58 5.62 1.78 0.00
C 4.23 4.70 1.02 0.00
C 3.53 3.58 0.57 0.01
C 2.21 3.34 0.88 0.03
P 1.67 1.77 0.10 0.19
C 2.65 0.52 0.99 0.02
C 2.14 0.10 2.22 0.00
C 2.88 -0.73 3.04 0.00
C 4.14 -1.16 2.63 0.00
C 4.65 -0.75 1.41 0.00
C 3.91 0.10 0.60 0.01
C 2.19 1.93 -1.61 0.02
C 1.84 3.11 -2.27 0.02
C 2.14 3.27 -3.61 0.00
C 2.80 2.26 -4.30 0.02
C 3.14 1.09 -3.65 0.00
C 2.83 0.91 -2.31 0.02
C 1.50 4.27 1.70 0.00
H -1.46 5.14 3.23 0.00
H -0.17 7.14 3.87 0.00
H 2.20 7.30 3.19 0.00
H 4.08 6.50 2.13 0.00
H 5.27 4.83 0.75 0.00
H 4.06 2.88 -0.07 0.00
H 1.16 0.44 2.56 0.00
H 2.49 -1.02 4.00 0.00
H 4.72 -1.81 3.28 0.00
H 5.63 -1.07 1.10 0.00
H 4.36 0.45 -0.33 0.00
H 1.35 3.91 -1.73 0.00
H 1.88 4.19 -4.11 0.00
H 3.04 2.40 -5.35 0.00
H 3.66 0.31 -4.19 0.00
H 3.10 -0.01 -1.82 0.00
C 2.13 -4.12 -1.48 0.00
N 1.27 -2.97 -1.27 0.00
C 0.85 -2.10 -2.36 0.00
C 0.21 -0.98 -1.58 0.01
O -0.27 0.08 -1.98 0.10
N 0.22 -1.27 -0.26 0.07
C 0.90 -2.43 -0.11 0.01
N 1.12 -2.96 1.08 0.00
H 1.77 -4.69 -2.33 0.00
H 2.11 -4.78 -0.62 0.00
H 3.16 -3.80 -1.66 0.00
H 0.12 -2.58 -3.02 0.00
H 1.69 -1.74 -2.96 0.00
H 0.80 -2.47 1.90 0.00
H 1.60 -3.83 1.20 0.00

[2]
13
Properties=species:S:1:pos:R:3:nbo_charge:R:1 method="wB97M-V/def2-TZVPD" largest_force_ev_per_a=5.879 homo_energy_ev="-10.5447 / -10.5456" smiles="CN(F)S(=O)(=O)C(F)(F)F" charge=0 mol_weight_g_mol=181.11
C 0.02 1.69 0.35 -0.52
N -0.98 0.69 0.06 -0.22
F -2.06 1.04 -0.79 -0.20
S -0.22 -0.57 -0.80 1.78
O 1.31 0.10 -1.98 -0.71
O -1.10 -1.43 -1.48 -0.84
C 0.43 -1.67 0.68 0.82
F 1.77 -1.56 0.60 -0.29
F 0.06 -2.98 0.66 -0.28
F -0.08 -1.10 1.80 -0.31
H 0.95 1.62 -0.42 0.27
H -0.40 2.66 0.01 0.26
H 0.30 1.52 1.32 0.23

[3]
72
Properties=species:S:1:pos:R:3:lowdin_charge:R:1 method="wB97M-V/def2-TZVPD" largest_force_ev_per_a=0.605 homo_energy_ev=-11.7412 charge=+1 mol_weight_g_mol=510.33
C -5.15 -3.72 4.53 -0.04
C -4.99 -2.53 3.58 -0.40
O -3.61 -2.15 3.42 -0.06
C -5.51 -2.80 2.17 -0.18
N -4.76 -3.86 1.50 -0.05
C -3.60 -3.43 0.73 -0.18
C -2.36 -4.23 1.11 -0.08
O -1.22 -3.31 1.22 -0.01
C -0.04 -3.85 0.97 -0.14
C 0.87 -4.16 1.96 -0.08
C 0.64 -3.91 3.43 -0.08
C -0.06 -2.57 3.73 -0.22
O 0.35 -1.52 2.88 -0.05
C 2.05 -4.72 1.52 0.05
N 2.27 -4.91 0.23 0.07
N 1.47 -4.56 -0.76 0.23
C 0.34 -4.04 -0.39 -0.23
O -0.52 -3.66 -1.34 0.22
B -0.63 -2.27 -1.56 -0.76
O 0.32 -1.51 -0.94 0.21
O -1.59 -1.82 -2.42 0.23
H -4.19 -4.00 4.95 0.08
H -5.53 -4.60 4.00 0.07
H -5.84 -3.49 5.34 0.08
H -5.53 -1.67 3.97 0.14
H -3.29 -1.85 4.28 0.09
H -6.55 -3.11 2.26 0.13
H -5.49 -1.87 1.60 0.12
H -5.37 -4.42 0.93 0.11
H -3.79 -3.55 -0.34 0.13
H -3.39 -2.38 0.94 0.12
H -2.51 -4.71 2.07 0.13
H -2.12 -4.99 0.36 0.13
H 0.06 -4.73 3.86 0.14
H 1.61 -3.92 3.92 0.13
H -1.13 -2.67 3.59 0.10
H 0.14 -2.32 4.77 0.13
H 1.29 -1.55 2.70 0.08
H 2.83 -5.03 2.20 0.16
H 3.14 -5.33 -0.08 0.19
H -0.05 -0.71 -0.54 0.12
H -2.48 -1.73 -2.08 0.12
C 1.76 1.20 1.25 -0.06
C 1.84 1.64 -0.20 -0.21
O 1.42 2.99 -0.40 0.03
C 2.32 3.92 -0.04 -0.63
O 3.41 3.69 0.41 0.13
O 1.79 5.11 -0.26 -0.01
C 2.63 6.21 0.14 -0.02
H 0.75 1.34 1.63 0.09
H 2.02 0.14 1.31 0.06
H 2.44 1.76 1.88 0.08
H 1.17 1.05 -0.82 0.11
H 2.85 1.51 -0.60 0.13
H 3.61 6.13 -0.31 0.10
H 2.72 6.24 1.22 0.10
H 2.12 7.10 -0.21 0.10
C 2.23 4.48 -3.46 -0.05
C 1.30 5.07 -4.50 -0.20
O 1.77 6.34 -4.98 0.04
C 2.76 6.27 -5.87 -0.61
O 3.27 5.26 -6.29 0.12
O 3.13 7.51 -6.18 0.01
C 4.24 7.60 -7.08 -0.03
H 2.39 5.19 -2.65 0.07
H 1.79 3.57 -3.05 0.08
H 3.19 4.24 -3.90 0.08
H 0.33 5.30 -4.06 0.12
H 1.15 4.40 -5.34 0.12
H 4.04 7.03 -7.99 0.10
H 5.14 7.23 -6.61 0.10
H 4.35 8.66 -7.31 0.09

[4]
36
Properties=species:S:1:pos:R:3:nbo_charge:R:1 method="wB97M-V/def2-TZVPD" largest_force_ev_per_a=2.406 homo_energy_ev="-5.1585 / -5.3172" multiplicity=5 s2=6.047 charge=-1 mol_weight_g_mol=582.92
Pd -2.17 1.13 -1.73 0.54
S -0.64 0.28 -3.37 -0.16
As -4.36 2.94 -1.20 0.61
S -2.41 3.93 -0.80 -0.25
S -4.33 1.29 0.16 -0.36
S -3.52 1.77 -3.21 -0.16
N -0.71 0.74 -0.10 -0.85
C -0.51 1.68 0.91 0.09
C -1.56 1.78 1.84 -0.24
C -1.49 2.75 2.84 -0.19
C -0.27 3.47 2.94 -0.28
C 0.84 3.25 2.07 -0.17
C 0.67 2.41 0.98 -0.26
S -0.20 4.55 4.39 2.38
O 1.19 4.36 4.78 -1.03
O -1.13 4.17 5.46 -1.01
O -0.60 5.84 3.78 -1.02
H -0.93 -0.20 0.28 0.40
H 0.17 0.60 -0.58 0.40
H -2.34 1.06 1.76 0.20
H -2.20 2.84 3.67 0.25
H 1.80 3.72 2.22 0.24
H 1.55 2.16 0.35 0.21
C -0.12 -1.24 -2.88 -0.22
C 0.63 -2.19 -2.63 -0.10
C 1.25 -3.46 -2.35 -0.09
C 2.58 -3.42 -1.92 -0.19
C 3.29 -4.56 -1.56 -0.20
C 2.63 -5.79 -1.66 -0.22
C 1.30 -5.90 -2.10 -0.22
C 0.57 -4.72 -2.44 -0.18
H 3.12 -2.51 -2.07 0.22
H 4.28 -4.41 -1.22 0.21
H 3.16 -6.72 -1.43 0.21
H 0.94 -6.89 -2.36 0.21
H -0.47 -4.75 -2.87 0.23

[5]
8
Properties=species:S:1:pos:R:3:nbo_charge:R:1 method="wB97M-V/def2-TZVPD" largest_force_ev_per_a=0.398 homo_energy_ev=-8.2982 charge=0 mol_weight_g_mol=56.06
O 1.69 -0.49 -0.38 -0.82
C 0.43 0.76 0.52 -0.24
C -0.83 0.22 0.26 -0.18
C -1.97 -0.12 -0.01 -0.19
H 1.12 -0.93 -1.03 0.49
H 0.82 0.51 1.50 0.18
H 1.72 0.45 -0.67 0.52
H -2.98 -0.40 -0.19 0.24

[6]
16
Properties=species:S:1:pos:R:3:nbo_charge:R:1 method="wB97M-V/def2-TZVPD" largest_force_ev_per_a=2.538 homo_energy_ev=-14.2418 smiles=CCc1c[nH]c[nH+]1 charge=+1 mol_weight_g_mol=97.14
C -2.19 -1.27 -0.94 -0.59
C -1.55 -0.69 0.35 -0.45
C -0.23 -0.03 0.12 0.17
C 0.31 0.76 -0.85 -0.07
N 1.57 1.13 -0.39 -0.46
C 1.87 0.44 0.70 0.27
N 0.70 -0.08 1.14 -0.45
H -3.13 -1.76 -0.74 0.24
H -1.46 -1.91 -1.44 0.22
H -2.33 -0.46 -1.66 0.21
H -2.26 0.02 0.81 0.25
H -1.50 -1.50 1.09 0.23
H -0.09 1.18 -1.76 0.26
H 1.97 1.90 -0.90 0.47
H 2.80 0.16 1.18 0.26
H 0.70 -0.68 1.96 0.45